Entry 1:
Below is a cluster of 2 separate species, C5H12Se in total, with properties calculated with ωB97M-V with the def2-TZVPD basis set.

Geometry as XYZ:
```
18
Properties=species:S:1:pos:R:3
C -0.65 -0.34 -1.39
C -1.00 0.93 1.53
C -0.31 -2.09 0.42
C 1.77 1.61 -0.45
C 0.04 -0.75 -0.13
Se 1.87 -0.26 0.10
H -0.33 -0.96 -2.23
H -1.73 -0.47 -1.27
H -0.46 0.70 -1.64
H -0.14 1.23 2.10
H -1.47 1.66 0.90
H -1.66 0.23 2.01
H 0.12 -2.89 -0.19
H 0.05 -2.21 1.44
H -1.40 -2.23 0.41
H 2.68 2.10 -0.11
H 1.69 1.69 -1.53
H 0.91 2.05 0.04
```

Output
HOMO (alpha / beta) in eV: -7.38 / -7.02
Energy above the lowest of the compared OMol25 structures with the same formula, charge and spin in kcal per mole: 32.6
M in Da: 151.11

***

Entry 2:
Below is the molecule C5H12Si, with properties calculated with ωB97M-V with the def2-TZVPD basis set.

Geometry as XYZ:
```
18
Properties=species:S:1:pos:R:3
C -0.83 -0.71 -2.92
C -1.42 -0.29 -1.75
Si -0.79 -0.03 0.00
C -0.34 -1.66 0.81
C 1.08 1.31 0.37
C 1.49 1.31 1.84
H -1.23 -0.57 -3.92
H 0.24 -1.04 -2.95
H -2.54 -0.09 -1.86
H -1.88 0.84 0.71
H -1.13 -1.78 1.60
H -0.65 -2.55 0.29
H 0.57 -1.79 1.31
H 1.90 0.81 -0.13
H 0.84 2.19 -0.14
H 2.05 0.38 2.00
H 2.04 2.23 2.30
H 0.60 1.43 2.45
```

Output
HOMO in eV: -8.74
SMILES: C=C[Si@@H](C)CC
Energy above the lowest of the compared OMol25 structures with the same formula, charge and spin in kcal per mole: 46.5
M in Da: 100.24

***

Entry 3:
Below is a structure of composition C5H13AlClI2N2O2P, with properties calculated with ωB97M-V with the def2-TZVPD basis set.

Geometry as XYZ:
```
27
Properties=species:S:1:pos:R:3
I 2.47 -3.91 -1.16
I -0.69 -2.92 0.80
Al 0.29 -0.63 0.49
P 0.01 0.38 -1.69
C -1.56 0.66 -2.58
C 0.87 1.95 -1.95
H 1.91 -0.93 -2.42
H 0.89 -0.34 -3.81
H 0.35 -1.73 -2.80
C 0.89 -0.78 -2.80
H 1.87 1.91 -1.48
H 0.98 2.13 -3.03
H -1.37 0.94 -3.62
H -2.09 1.47 -2.07
H 0.27 2.76 -1.50
H -2.16 -0.26 -2.56
C -2.12 0.07 0.21
O -3.24 -0.08 0.38
Cl 2.43 -0.36 0.40
N 0.06 -1.20 4.04
C -0.01 -0.02 3.41
N -0.02 1.08 4.16
O -0.11 0.11 2.14
H 0.08 -1.21 5.05
H -0.03 -2.07 3.52
H -0.04 1.98 3.70
H 0.08 1.01 5.17
```

Output
HOMO (alpha / beta) in eV: -16.67 / -16.70
Total charge: +2
Energy above the lowest of the compared OMol25 structures with the same formula, charge and spin in kcal per mole: 0.0
M in Da: 480.39

***

Entry 4:
Below is a structure of composition C5H13BN, with properties calculated with ωB97M-V with the def2-TZVPD basis set.

Geometry as XYZ:
```
20
Properties=species:S:1:pos:R:3
B 0.11 -0.62 -0.39
C -0.49 -2.09 -0.63
C 0.59 -0.03 1.02
C 0.46 1.36 -0.80
C -1.65 -2.23 -1.64
C 0.54 2.43 1.51
N 0.95 1.34 0.60
H 0.31 -2.43 -1.32
H -0.49 -2.69 0.32
H -0.40 -0.13 1.54
H 1.23 -0.43 1.82
H 1.24 1.72 -1.46
H -0.40 2.01 -0.93
H -2.62 -2.05 -1.22
H -1.90 -3.22 -1.97
H -1.53 -1.67 -2.57
H -0.55 2.62 1.59
H 0.80 2.17 2.53
H 0.99 3.38 1.43
H 2.05 1.36 0.56
```

Output
HOMO in eV: -14.43
Total charge: +1
Energy above the lowest of the compared OMol25 structures with the same formula, charge and spin in kcal per mole: 49.5
M in Da: 97.98

***

- Look up the energy above the lowest of the compared OMol25 structures with the same formula, charge and spin of the fourth one.
  49.5 kcal per mole